{"formula": "C49H111N6O", "method": "ωB97M-V/def2-TZVPD", "elements": ["C", "O", "H", "H", "H", "C", "C", "C", "N", "C", "C", "C", "C", "C", "H", "H", "H", "H", "H", "H", "H", "H", "H", "H", "H", "H", "H", "H", "H", "H", "H", "H", "C", "C", "C", "N", "C", "C", "C", "C", "C", "H", "H", "H", "H", "H", "H", "H", "H", "H", "H", "H", "H", "H", "H", "H", "H", "H", "H", "C", "C", "C", "N", "C", "C", "C", "C", "C", "H", "H", "H", "H", "H", "H", "H", "H", "H", "H", "H", "H", "H", "H", "H", "H", "H", "H", "C", "C", "C", "N", "C", "C", "C", "C", "C", "H", "H", "H", "H", "H", "H", "H", "H", "H", "H", "H", "H", "H", "H", "H", "H", "H", "H", "C", "C", "C", "N", "C", "C", "C", "C", "C", "H", "H", "H", "H", "H", "H", "H", "H", "H", "H", "H", "H", "H", "H", "H", "H", "H", "H", "C", "C", "C", "N", "C", "C", "C", "C", "C", "H", "H", "H", "H", "H", "H", "H", "H", "H", "H", "H", "H", "H", "H", "H", "H", "H", "H"], "coordinates": [[0.3811, -0.0110, 1.6064], [-0.4486, 0.3933, 0.5437], [1.4072, -0.2154, 1.3008], [0.5180, 0.6490, 2.4630], [-0.0715, -0.9091, 2.0268], [0.4011, 1.3236, 6.2640], [-0.6205, 2.1125, 5.5038], [-0.4216, 2.0022, 4.0552], [-0.8069, 3.2386, 3.2267], [-2.3272, 3.5406, 3.3554], [-0.2942, 2.9944, 1.7564], [0.1076, 4.3922, 1.2613], [0.0130, 5.3107, 2.4755], [0.0680, 4.3977, 3.6218], [0.1846, 0.2679, 6.1004], [0.3483, 1.5121, 7.3363], [1.4439, 1.6038, 6.1159], [-0.3228, 3.0673, 5.9374], [-1.5583, 1.8646, 6.0010], [-0.9772, 1.1441, 3.6769], [0.6157, 1.8712, 3.7471], [-2.7350, 4.3813, 2.7941], [-2.5629, 3.6976, 4.4080], [-2.9821, 2.7525, 2.9838], [-1.1118, 2.5809, 1.1659], [0.5524, 2.3081, 1.7761], [-0.5563, 4.7844, 0.4908], [1.0543, 4.3818, 0.7211], [-0.9439, 5.8215, 2.3675], [0.6786, 6.1734, 2.5050], [-0.1727, 4.9131, 4.5516], [1.0811, 4.0106, 3.7307], [0.5111, 1.2405, -0.9664], [1.0768, 1.0953, -2.4042], [0.5906, -0.2316, -3.0664], [0.9449, -0.2929, -4.5941], [0.4171, 0.9519, -5.2964], [2.4864, -0.4929, -4.7701], [2.7899, -1.9395, -4.6814], [1.5438, -2.6486, -5.1716], [0.3931, -1.6202, -5.2322], [0.8205, 0.5101, -0.2187], [-0.5782, 1.2341, -1.0054], [0.8333, 2.2136, -0.5957], [2.1536, 1.0251, -2.2502], [0.8654, 2.0076, -2.9619], [-0.4916, -0.3613, -3.0562], [1.1284, -1.1288, -2.7602], [-0.5592, 1.2361, -4.9038], [0.3474, 0.6703, -6.3470], [1.0566, 1.8343, -5.2742], [2.5983, -0.1091, -5.7841], [2.9738, 0.1385, -4.0272], [3.5878, -2.1238, -5.4008], [3.1123, -2.3439, -3.7219], [1.7885, -3.1487, -6.1087], [1.2767, -3.4645, -4.4998], [0.2657, -1.4695, -6.3042], [-0.5215, -1.9834, -4.7636], [-0.7962, 3.6047, -2.4641], [-1.9621, 2.9644, -1.7703], [-1.5518, 2.2091, -0.5267], [-2.7132, 1.3593, 0.0378], [-2.9646, 0.0567, -0.8806], [-4.0769, 2.1459, 0.1466], [-4.9109, 1.6118, 1.2174], [-3.9912, 0.9350, 2.2089], [-2.5882, 1.0446, 1.5317], [0.0924, 3.6081, -1.8327], [-0.9397, 4.6699, -2.6448], [-0.4886, 3.3627, -3.4815], [-2.4176, 2.2807, -2.4867], [-2.6519, 3.7587, -1.4848], [-1.5267, 2.9237, 0.2960], [-0.8105, 1.4133, -0.4536], [-3.9850, 0.0356, -1.2634], [-2.8550, -0.8179, -0.2395], [-2.3467, 0.0226, -1.7779], [-4.4850, 2.1193, -0.8637], [-3.9242, 3.2062, 0.3481], [-5.6455, 0.8869, 0.8668], [-5.4673, 2.4668, 1.6017], [-4.3191, -0.0931, 2.3619], [-4.0345, 1.4987, 3.1409], [-2.0667, 0.0963, 1.6613], [-1.9722, 1.7950, 2.0272], [-1.5982, -1.8152, 1.4297], [-2.3309, -2.2172, 0.1173], [-1.6806, -3.2815, -0.8939], [-2.5847, -3.6421, -2.1546], [-2.4685, -2.4854, -3.1839], [-4.0702, -3.9777, -1.7658], [-4.5085, -5.0812, -2.8044], [-3.2162, -5.4246, -3.5714], [-2.0801, -4.9457, -2.8560], [-0.7293, -1.1927, 1.2163], [-1.2536, -2.7437, 1.8850], [-2.2013, -1.1952, 2.0930], [-2.6464, -1.3408, -0.4488], [-3.2632, -2.6279, 0.5047], [-1.6156, -4.3072, -0.5310], [-0.6916, -3.0501, -1.2894], [-1.4832, -2.0202, -3.1550], [-3.1316, -1.6891, -2.8459], [-2.5714, -2.9096, -4.1827], [-4.5540, -3.0015, -1.7996], [-3.9573, -4.4946, -0.8129], [-5.4168, -4.8047, -3.3397], [-4.7829, -6.0231, -2.3294], [-3.3493, -5.0771, -4.5959], [-3.2202, -6.5031, -3.7288], [-1.1219, -4.7138, -3.3209], [-1.8677, -5.6434, -2.0459], [2.0188, 1.3109, 3.6726], [3.1479, 1.8192, 2.7675], [3.3136, 1.1345, 1.3041], [2.8829, 2.0162, 0.1002], [1.3622, 2.6635, 0.3070], [3.8967, 3.1711, -0.1307], [5.0460, 2.5882, -0.9233], [4.4253, 1.4282, -1.6455], [2.9500, 1.3765, -1.2391], [2.1607, 0.2560, 3.9073], [1.1647, 1.4058, 3.0021], [1.9432, 1.8100, 4.6387], [4.1338, 1.4929, 3.0985], [3.0431, 2.8816, 2.5475], [2.7645, 0.2203, 1.0785], [4.2829, 0.7466, 0.9910], [1.4873, 3.6400, 0.7749], [0.5896, 2.0609, 0.7844], [0.8937, 2.8777, -0.6536], [3.3781, 3.9856, -0.6364], [4.1964, 3.6329, 0.8101], [5.4992, 3.3332, -1.5772], [5.8262, 2.2409, -0.2459], [4.4592, 1.5161, -2.7314], [4.9939, 0.5239, -1.4286], [2.3926, 1.9851, -1.9511], [2.5310, 0.3710, -1.2007], [-0.1110, -2.5393, 4.3518], [0.4604, -3.4479, 3.2085], [0.7800, -2.5833, 1.9895], [1.5485, -3.2386, 0.7894], [0.8668, -4.5833, 0.3776], [3.0429, -3.4815, 1.0900], [3.7988, -2.7798, -0.0546], [2.7314, -2.6119, -1.1318], [1.4866, -2.2655, -0.3963], [0.6493, -1.9137, 4.8194], [-0.5344, -3.1474, 5.1512], [-0.8644, -1.8178, 4.0357], [-0.2490, -4.2164, 2.9017], [1.3678, -3.9183, 3.5872], [1.4151, -1.8082, 2.4186], [-0.1213, -2.1326, 1.5740], [-0.1808, -4.3526, 0.1842], [1.1325, -5.2437, 1.2032], [1.4311, -4.8886, -0.5035], [3.3786, -4.5117, 0.9714], [3.3531, -3.0694, 2.0503], [4.7691, -3.2240, -0.2766], [4.0003, -1.7344, 0.1792], [2.5706, -3.5282, -1.6997], [2.9316, -1.7770, -1.8034], [0.5856, -2.5579, -0.9355], [1.4188, -1.2270, -0.0724]], "atomic_forces_ev_per_a": [[-1.417, 1.564, -0.171], [-0.626, -2.991, 7.130], [-0.548, -0.332, 0.041], [-1.411, -0.907, -1.440], [1.984, 2.634, 1.735], [0.540, -1.365, 1.157], [0.731, 1.518, 2.578], [-2.553, 1.129, -0.726], [-1.191, -0.033, 0.013], [0.049, 0.287, 0.183], [-1.579, 2.557, 4.964], [-2.082, 2.265, 0.283], [-0.707, 1.283, -1.384], [0.089, 0.340, 1.114], [0.734, -0.317, 0.167], [-0.650, -0.150, 0.046], [-0.229, -0.341, -0.220], [-0.680, 0.881, -0.751], [-0.468, 0.058, -0.862], [-0.276, 0.083, -0.173], [-3.403, 1.536, 2.369], [0.977, 0.567, -0.021], [0.271, 0.032, -0.029], [0.915, 0.013, 0.559], [2.276, -0.203, 2.805], [-1.684, 1.519, 4.125], [-0.463, -0.224, -0.121], [-2.871, 4.963, 1.011], [-0.266, -0.096, 0.562], [0.551, -0.444, 0.030], [-0.461, -0.512, 0.099], [0.035, -0.247, 0.083], [4.673, -7.732, -10.382], [-3.548, -3.433, -2.331], [0.302, 1.045, -2.180], [-0.214, -0.450, 0.631], [0.134, -0.754, -0.710], [-1.431, 1.639, 0.008], [0.560, -0.709, -0.414], [-0.431, -0.804, 0.649], [1.248, 0.194, -0.705], [1.615, 0.086, -2.472], [7.847, -5.267, -14.027], [-3.848, -12.703, -4.621], [-4.228, -2.845, -5.133], [-0.078, -0.366, -0.522], [0.031, -0.067, 0.242], [-0.280, 0.096, 0.866], [0.004, -0.316, -0.021], [-0.259, 0.200, 0.020], [0.381, -0.383, 0.492], [0.650, 0.008, 0.092], [0.054, 0.112, -0.343], [0.229, -0.117, 0.276], [0.034, 0.497, -0.066], [-0.616, 0.318, -0.230], [0.030, -0.056, 0.131], [-0.590, 0.607, 0.219], [0.233, 0.554, -0.151], [1.233, 2.085, -0.384], [-0.066, -0.919, -0.586], [-9.093, 3.243, 2.033], [-3.260, 0.196, -0.379], [-1.673, 5.886, 0.147], [1.079, 0.717, -2.733], [-1.748, -0.746, 0.198], [0.568, 0.640, -0.811], [-0.392, -1.688, 1.050], [0.125, 0.110, -0.270], [-0.435, 0.219, 0.426], [-0.305, -0.978, 0.175], [-0.537, 0.051, 0.009], [-0.269, -0.318, -0.216], [-0.719, 0.798, -3.078], [-5.957, 5.355, 11.591], [-0.263, 0.470, 0.213], [-5.389, 14.984, 4.786], [0.578, 0.208, 0.518], [-0.308, 0.019, 0.149], [0.922, -0.004, -0.028], [-0.099, 0.140, -0.135], [-0.188, -0.297, 0.330], [0.276, 0.034, 0.245], [0.119, -0.678, 0.219], [-0.394, 1.777, -0.348], [-0.901, -0.900, -0.603], [-2.618, -1.624, -2.160], [0.729, -4.889, 0.837], [-2.138, -0.709, -0.332], [1.030, 1.305, -0.206], [0.011, -0.870, 1.212], [1.456, -0.945, -1.101], [0.270, 0.301, 1.173], [-3.039, -1.061, -3.310], [1.512, 1.358, 2.751], [-3.381, -0.578, -1.849], [-1.960, 0.106, 0.452], [-0.423, -1.317, 0.093], [6.370, -15.477, -4.773], [-0.247, -0.501, -0.395], [-0.212, 0.342, 0.703], [-0.913, 0.164, -0.229], [0.124, -0.609, 0.444], [-0.512, -0.327, -0.736], [-0.792, 0.374, 0.082], [-0.505, -0.514, 0.409], [-0.408, 0.708, 0.313], [0.528, 0.211, -0.552], [-0.199, 0.410, 0.716], [0.498, 0.443, -0.100], [0.434, -0.050, 0.215], [-0.251, -0.049, -0.477], [0.138, 0.043, 0.244], [4.112, -0.698, -1.782], [1.377, -1.688, -1.987], [-1.190, 0.151, -1.232], [-1.333, 1.834, 0.604], [9.464, 2.944, 3.781], [-0.529, 0.886, 0.975], [0.172, 0.482, 0.557], [0.106, -1.127, -0.923], [5.791, 1.275, 4.147], [-0.126, -0.196, -0.061], [3.182, -0.514, 0.420], [0.520, 0.248, -0.821], [0.032, 1.061, 0.918], [0.476, 0.088, 0.485], [-0.050, 0.269, 0.707], [0.703, 0.900, 0.665], [4.434, -4.924, 0.722], [2.179, -0.697, -2.748], [2.529, 12.352, 0.022], [-0.200, -0.271, -0.407], [-0.011, -0.393, 0.200], [-0.106, -0.004, 0.076], [0.034, 0.086, -0.066], [0.155, 0.153, -0.091], [-0.269, -0.239, 0.096], [2.376, 2.735, 2.408], [0.852, 0.045, 1.173], [0.228, -0.267, -0.261], [-0.187, 0.435, -0.190], [3.214, -1.819, 0.770], [-0.445, -0.197, 1.335], [1.810, 1.624, 0.745], [0.820, 0.515, -1.049], [-0.663, 1.388, 0.246], [0.586, -0.159, -1.017], [-0.148, -1.507, 0.827], [0.408, -0.216, -0.098], [-0.028, -0.015, -0.135], [-0.300, -0.254, -0.235], [-0.122, -0.232, 0.444], [-0.064, -0.245, -0.023], [0.636, -0.413, -0.569], [3.359, -2.455, 0.027], [0.794, -0.674, 0.582], [-0.697, -0.260, -0.195], [-0.421, -0.264, -0.092], [-0.905, -0.312, 0.602], [-0.481, -0.290, 0.084], [-0.361, -0.243, -0.343], [0.381, 0.095, 0.633], [0.156, 0.048, -0.290], [0.449, -0.308, -0.209], [0.713, 0.694, 0.182], [0.087, -0.496, -0.025]], "lumo_energy_ev": -10.6, "de_lowest_ev": 52.314, "homo_lumo_gap_ev": 8.4593, "total_energy_ev": -63498.63060, "total_charge": 5}